1.
C22H22AuBrN7O11 | ωB97M-V with the def2-TZVPD basis set

Computed properties:
LUMO (eV): -4.1
Energy relative to the best compared isomer or geometry (same formula, charge and spin) (kJ/mol): 48.8
Orbital gap (eV): 7.399
Total charge: +1

Last column: Mulliken charge in e.
CARTESIAN COORDINATES (ANGSTROEM)
Au 0.42386 0.45829 -1.90934  1.242
O 4.33590 1.17938 -1.61397  -0.606
C 3.16055 1.40641 -1.70857  0.802
O 2.35699 0.41465 -2.12747  -0.548
C 2.59703 2.76483 -1.39538  0.166
C 3.52534 3.66999 -0.89446  -0.746
C 3.14483 4.95535 -0.58323  -0.458
C 1.84653 5.38612 -0.75075  -0.316
C 0.92454 4.49951 -1.26310  -0.120
C 1.26527 3.17188 -1.59645  0.777
O 0.30815 2.38943 -2.07548  -0.907
N -0.45423 4.99979 -1.40683  0.944
O -0.78811 5.90069 -0.67084  -0.563
O -1.19071 4.45995 -2.21208  -0.590
N 4.14486 5.89766 -0.05047  1.059
O 3.76985 7.02550 0.18597  -0.611
O 5.26917 5.47761 0.11238  -0.609
H 4.54760 3.34884 -0.75661  0.643
H 1.55267 6.39063 -0.48558  0.617
O -2.26244 -4.53623 0.17856  -0.502
C -3.08493 -3.84282 1.15145  -0.684
N -3.03107 -2.44932 0.87757  -0.109
C -3.94769 -1.85326 0.04757  0.286
O -5.02364 -2.33181 -0.22276  -0.612
C -3.48163 -0.58714 -0.62407  -0.138
C -4.33980 0.36013 -1.17651  -0.354
C -3.79062 1.39388 -1.91589  -0.875
C -2.42262 1.43035 -2.15571  -0.319
N -1.61729 0.48871 -1.65111  -0.283
C -2.13940 -0.45692 -0.86323  1.684
H -2.65005 -5.40753 0.03432  0.285
H -2.70566 -4.03609 2.15297  0.326
H -4.11887 -4.16852 1.06385  0.468
H -2.18774 -1.96501 1.14905  0.217
H -5.40801 0.26966 -1.02781  0.524
H -4.41010 2.17183 -2.33792  0.448
H -1.95081 2.21467 -2.73533  0.626
H -1.45234 -1.12776 -0.39175  -0.364
N 0.74752 -4.52263 -0.99955  -0.066
C 1.90336 -3.54122 -1.05592  -0.895
C 1.71287 -2.40276 -2.05076  -0.305
N 0.51410 -1.61825 -1.70782  -0.427
H 0.99484 -5.31688 -0.40876  0.416
H 0.50694 -4.88705 -1.92208  0.380
H -0.10436 -4.12056 -0.56720  0.082
H 2.80229 -4.10899 -1.28481  0.488
H 1.96972 -3.14572 -0.04315  0.375
H 1.67713 -2.72089 -3.09399  0.473
H 2.59459 -1.77020 -1.94167  0.106
H 0.36749 -1.72593 -0.62658  -0.093
H -0.30825 -2.02023 -2.14764  0.444
Br 0.04677 2.01806 5.93474  -0.147
C 0.23108 0.42338 4.94852  -0.091
C 0.44537 -0.77905 5.61318  -0.184
N 0.58123 -1.93825 4.97785  -0.633
C 0.49876 -1.92971 3.65195  -0.215
C 0.28905 -0.77781 2.90507  0.247
C 0.15861 0.43476 3.57093  -0.426
C 0.20616 -0.82204 1.41466  0.530
O 0.10457 -1.98831 0.86271  -0.768
O 0.21588 0.22965 0.75942  -0.598
H 0.50946 -0.79937 6.69455  0.389
H 0.60853 -2.88369 3.15030  0.508
H 0.01089 1.35048 3.01508  0.611

Forces on atoms 1 to 6 (eV/Å):
0.1 0.1 0.0
0.0 0.0 0.0
-0.1 0.0 0.0
0.0 0.0 0.0
0.1 0.0 0.0
0.0 0.0 0.0

***

2.
C22H22Br27F12IO6S2 | ωB97M-V with the def2-TZVPD basis set

Computed properties:
LUMO (eV): -0.4
Orbital gap (eV): 8.798

Last column: Mulliken charge in e.
CARTESIAN COORDINATES (ANGSTROEM)
C 0.86432 -0.58464 -1.85167  -1.468
C 0.02063 0.69744 -1.60754  2.097
C -0.90305 0.34254 -0.38724  -1.142
C -2.30500 -0.18105 -0.74951  -0.293
C -2.32244 -1.55709 -1.39732  0.425
F -1.84257 -1.60905 -2.62446  -0.113
F -1.73885 -2.45049 -0.59492  -0.261
F -3.60881 -1.93589 -1.49991  -0.325
O -0.87401 1.07840 -2.67195  -0.156
S -1.19566 2.65022 -2.34132  1.327
O -1.24379 3.29532 -3.59805  -0.676
O -2.43343 2.86918 -1.67381  -0.628
O 0.07964 3.02255 -1.38439  -0.517
C 0.99307 1.89861 -1.39303  1.081
C 1.53408 1.74513 0.05123  -1.366
C 2.90642 2.41429 0.38005  -0.283
C 3.88565 1.47161 1.14504  -1.174
I 5.64527 0.93179 0.03181  -0.040
S 2.17564 2.01686 -2.79776  1.209
O 3.38658 1.35482 -2.43719  -0.424
O 1.68047 1.42309 -3.99463  -0.565
C 2.49548 3.79538 -3.26703  0.583
F 3.07489 4.48317 -2.28045  -0.327
F 1.34457 4.39959 -3.51882  -0.248
C 3.34304 3.90100 -4.58911  0.666
F 4.21207 2.90642 -4.71369  -0.278
F 2.48803 3.78550 -5.60880  -0.290
C 4.07336 5.26112 -4.73715  0.598
F 5.11640 5.32238 -3.91459  -0.288
F 3.22407 6.24195 -4.44670  -0.279
C 4.62303 5.52307 -6.16964  0.630
F 5.27470 4.49101 -6.65959  -0.240
F 5.47455 6.53691 -6.11916  -0.260
F 3.66144 5.87346 -6.99457  -0.244
H 0.36680 -1.48225 -1.46720  -0.661
H 1.06919 -0.74371 -2.91438  0.602
H 1.83137 -0.52978 -1.34267  0.635
H -1.03033 1.20528 0.27993  0.226
H -0.42780 -0.42688 0.23134  0.362
H -2.93017 0.55634 -1.31208  -0.823
H -2.82862 -0.31378 0.20114  0.860
H 0.79548 2.23370 0.69153  0.371
H 1.58120 0.71005 0.39143  0.162
H 3.42092 2.85919 -0.47034  0.263
H 2.71669 3.23530 1.08171  0.375
H 4.24480 2.00043 2.02741  0.540
H 3.39678 0.55726 1.48982  0.389
C 6.82100 -2.85362 2.86418  -0.122
Br 5.28051 -2.13958 1.95233  0.103
Br 8.34019 -2.98597 1.68651  -0.004
Br 7.23972 -1.85960 4.46400  -0.031
H 6.57101 -3.85870 3.17244  0.019
C -1.82287 -0.14379 3.85367  -0.146
Br -2.79305 -1.64303 3.12972  0.072
Br 0.08734 -0.38242 3.69163  -0.001
Br -2.40678 1.51746 3.07246  -0.025
H -2.04897 -0.09655 4.91123  0.079
C 2.91129 -4.26596 -1.15160  -0.365
Br 4.18070 -2.81563 -1.14910  -0.053
Br 2.96258 -5.27243 0.49399  -0.041
Br 1.13937 -3.61895 -1.54054  0.039
H 3.19417 -4.94213 -1.94684  0.398
C -6.70564 0.66426 -0.17252  -0.412
Br -4.89509 1.24800 -0.51092  0.170
Br -6.85634 -1.25813 -0.22594  -0.045
Br -7.39279 1.39466 1.47766  0.082
H -7.32044 1.05301 -0.97310  0.388
C -10.19624 3.88463 3.29606  -0.315
Br -8.63667 2.98316 3.99414  -0.060
Br -9.83797 5.74356 2.93300  -0.006
Br -10.92089 2.98144 1.75505  -0.019
H -10.95245 3.85058 4.06793  0.342
C -3.07376 -0.40642 -5.98936  -0.424
Br -1.26317 0.17718 -6.30307  -0.024
Br -3.22360 -2.33045 -6.02032  -0.049
Br -3.77563 0.33520 -4.35602  -0.015
H -3.68001 -0.02603 -6.79959  0.399
C -3.66757 -1.78736 7.56689  -0.347
Br -4.63757 -3.28970 6.84538  0.094
Br -1.75839 -2.02607 7.40644  -0.011
Br -4.25176 -0.11949 6.78808  -0.008
H -3.89228 -1.73792 8.62356  0.331
C -6.98640 -6.44284 6.53844  -0.252
Br -5.96100 -5.94051 4.98226  -0.034
Br -8.85218 -6.68057 6.11581  -0.010
Br -6.24520 -7.99520 7.40883  -0.001
H -6.92113 -5.62262 7.24088  0.246
C 9.35736 -6.89319 2.36133  -0.317
Br 10.92464 -6.22751 3.26379  0.007
Br 9.43400 -8.80136 2.10145  -0.027
Br 7.73801 -6.36349 3.26555  0.036
H 9.33590 -6.43718 1.38061  0.326

Forces on atoms 1 to 6 (eV/Å):
-0.6 0.1 -1.0
0.6 -2.5 0.5
0.2 0.6 0.5
0.6 0.5 -0.2
-1.8 1.4 0.7
1.0 -0.4 -0.5